22
Properties=species:S:1:pos:R:3:lowdin_charge:R:1 method="wB97M-V/def2-TZVPD" relative_energy_kj_mol=89.6 total_charge=-1 homo_ev=-2.6 total_energy_ha=-366.96752
C 1.3073 2.2010 2.7534 -0.21
N 1.7980 0.9423 2.2236 -0.15
C 0.6773 -0.0223 1.9762 -0.57
O -0.2617 0.3953 1.1244 -0.32
H 0.4593 2.5972 2.1777 0.06
H 2.1017 2.9532 2.7419 0.05
H 0.9803 2.0607 3.7875 0.06
H 2.2189 1.0999 1.3147 0.07
H 0.2792 -0.2402 2.9998 0.07
H 1.1994 -0.9544 1.6442 0.07
C -1.4283 -2.8296 -2.3123 -0.14
C -0.7823 -1.4890 -2.4853 -0.21
C -1.0871 -0.4156 -1.7650 -0.19
C -0.4413 0.9243 -1.8961 -0.12
H -2.2106 -2.7954 -1.5517 0.07
H -1.8804 -3.1987 -3.2348 0.05
H -0.7117 -3.6029 -1.9994 0.06
H 0.0547 -1.4429 -3.1779 0.09
H -1.8441 -0.4974 -0.9953 0.10
H 0.3665 0.8939 -2.6256 0.06
H -1.1846 1.6544 -2.2220 0.06
H -0.0907 1.1969 -0.8948 0.04

22
Properties=species:S:1:pos:R:3:lowdin_charge:R:1 method="wB97M-V/def2-TZVPD" relative_energy_kj_mol=69.0 total_charge=+1 homo_ev=-14.2 total_energy_ha=-366.74096
C -0.4298 -2.8762 0.1282 -0.05
C 0.4212 -2.0181 1.0632 -0.18
C 2.5852 -1.1649 0.4592 0.18
N 1.3299 -1.1849 0.2630 0.03
H -1.0209 -2.2368 -0.5238 0.08
H 0.2220 -3.4940 -0.4948 0.09
H -1.0935 -3.5403 0.6775 0.09
H -0.2024 -1.3267 1.6363 0.13
H 1.0208 -2.6061 1.7531 0.12
H 3.2443 -0.5265 -0.1120 0.12
H 2.9901 -1.8241 1.2196 0.12
H 0.9001 -0.5370 -0.4549 0.11
O 0.1008 0.6949 -1.2564 0.02
C -0.1010 1.6553 -0.5326 -0.23
C -1.2535 2.5968 -0.6773 -0.20
C -2.2854 2.4270 0.4467 -0.07
H 0.6167 1.8488 0.2869 0.14
H -1.6940 2.3673 -1.6498 0.12
H -0.8140 3.5985 -0.7327 0.13
H -2.6109 1.3925 0.5183 0.08
H -3.1443 3.0647 0.2544 0.08
H -1.8517 2.7393 1.3963 0.08